(1)
C9H16BrF11NO4S3Si | ωB97M-V/def2-TZVPD

```
! wB97M-V def2-TZVPD RIJCOSX def2/J DEFGRID3
* xyz -1 1
F 1.65 -1.15 1.89
C 1.60 0.03 1.24
F 1.46 1.02 2.16
C 0.42 0.06 0.24
C -0.72 -0.86 0.63
C -1.48 -0.38 1.86
C -2.50 -1.37 2.39
Si -3.73 -2.03 1.12
C -4.32 -0.65 -0.03
C -5.68 -0.05 0.37
C -5.54 1.13 1.33
Br -6.20 0.67 3.13
C 2.92 0.23 0.45
F 2.72 1.29 -0.38
F 3.16 -0.89 -0.29
S 4.46 0.63 1.48
F 3.86 2.06 1.80
F 5.19 1.20 0.20
F 5.10 -0.79 1.21
F 3.78 0.05 2.79
F 5.72 1.01 2.36
H 0.06 1.08 0.23
H 0.76 -0.18 -0.76
H -0.42 -1.89 0.73
H -1.41 -0.83 -0.22
H -1.93 0.59 1.66
H -0.76 -0.19 2.65
H -2.03 -2.20 2.91
H -3.10 -0.87 3.16
H -4.88 -2.64 1.83
H -3.11 -3.12 0.32
H -3.58 0.15 -0.02
H -4.37 -1.04 -1.04
H -6.34 -0.78 0.81
H -6.18 0.31 -0.52
H -6.13 1.98 1.04
H -4.52 1.46 1.45
N 4.52 1.28 -3.94
S 5.02 0.35 -5.13
O 4.55 0.71 -6.42
O 5.12 -1.04 -4.82
F 6.54 0.84 -5.13
S 2.99 1.18 -3.62
O 2.54 2.24 -2.78
O 2.48 -0.13 -3.33
F 2.30 1.53 -5.02
*
```

The calculation puts the HOMO energy at -0.2428 Ha. For the total energy, the calculation gives -5864.8955 a.u. The HOMO-LUMO gap comes out at 8.6 eV.

Atomic partial charges in e from the natural (NBO) method, atoms 1 to 2:
1. F -0.331
2. C 0.636

(2)
C42H73F3O19S5 | ωB97M-V/def2-TZVPD

```
! wB97M-V def2-TZVPD RIJCOSX def2/J DEFGRID3
* xyz -2 1
O 0.90 -1.35 -1.11
C 1.88 -0.52 -0.60
C 2.39 0.63 -1.54
O 3.24 1.45 -0.86
H 2.72 -1.22 -0.51
H 1.75 -0.14 0.40
H 1.48 1.17 -1.87
H 2.97 0.02 -2.29
F 1.34 -5.77 -0.41
C 2.17 -5.20 -1.28
C 2.04 -3.90 -1.68
C 3.03 -3.34 -2.50
C 4.19 -4.02 -2.80
C 4.31 -5.37 -2.37
C 3.32 -5.93 -1.55
H 1.22 -3.25 -1.33
H 2.89 -2.24 -2.69
H 5.00 -3.58 -3.29
H 5.29 -5.88 -2.51
H 3.45 -6.78 -0.97
F 6.42 6.26 1.22
C 5.17 6.02 0.74
C 4.13 7.03 0.71
C 2.89 6.62 0.13
C 2.62 5.23 -0.14
C 3.64 4.33 0.11
C 4.92 4.68 0.52
H 4.42 8.03 1.11
H 2.06 7.38 -0.04
H 1.68 4.84 -0.57
H 3.40 3.28 -0.05
H 5.62 3.85 0.60
F 0.40 7.15 4.10
C -0.33 6.57 3.17
C -1.71 6.78 3.20
C -2.50 5.99 2.37
C -1.93 5.06 1.53
C -0.56 4.94 1.49
C 0.29 5.60 2.39
H -2.20 7.49 3.79
H -3.57 6.09 2.27
H -2.60 4.52 0.90
H -0.14 4.16 0.87
H 1.33 5.48 2.54
C -2.18 -2.27 4.21
S -3.87 -2.90 4.24
O -4.48 -2.23 5.41
C -4.45 -2.10 2.73
H -1.62 -2.75 4.97
H -2.22 -1.20 4.56
H -1.74 -2.37 3.22
H -4.48 -0.97 2.81
H -5.53 -2.40 2.52
H -3.74 -2.49 1.92
C -0.86 0.79 1.04
S -2.25 -0.15 0.51
O -3.48 0.70 0.63
C -1.92 -0.41 -1.24
H -1.27 1.43 1.83
H -0.54 1.40 0.19
H 0.02 0.21 1.26
H -2.03 0.46 -1.85
H -2.56 -1.27 -1.53
H -0.83 -0.79 -1.23
C 0.99 -3.61 2.03
S 1.06 -2.01 2.92
O 0.76 -2.29 4.34
C 2.91 -1.85 2.64
H 1.25 -3.50 0.98
H -0.02 -3.98 2.11
H 1.74 -4.33 2.50
H 3.35 -2.84 2.86
H 3.06 -1.05 3.35
H 3.09 -1.47 1.62
C 0.22 -0.44 -4.73
S -1.44 -1.07 -4.64
O -1.70 -1.56 -6.02
C -0.98 -2.52 -3.70
H 0.09 0.50 -5.31
H 0.74 -1.13 -5.40
H 0.57 -0.29 -3.72
H -1.72 -3.32 -3.72
H -0.79 -2.23 -2.60
H -0.03 -2.87 -4.11
C 5.32 -0.07 0.84
S 6.55 1.16 0.21
O 7.91 0.49 0.35
C 6.01 0.86 -1.53
H 4.30 0.20 0.57
H 5.37 -0.06 1.88
H 5.54 -1.07 0.44
H 5.02 1.21 -1.62
H 6.03 -0.17 -1.70
H 6.76 1.43 -2.02
C -1.88 -4.13 0.02
O -3.12 -3.94 -0.57
C -3.92 -5.01 -0.40
O -3.80 -6.02 0.18
O -5.02 -4.72 -1.11
C -6.10 -5.68 -0.86
H -1.91 -4.47 1.08
H -1.33 -3.17 -0.13
H -1.24 -4.86 -0.50
H -6.33 -5.73 0.21
H -5.76 -6.63 -1.15
H -6.91 -5.32 -1.43
C 2.25 1.84 3.03
O 2.09 0.91 4.07
C 1.02 1.01 4.81
O 0.11 1.78 4.73
O 1.20 0.15 5.78
C 0.01 -0.10 6.59
H 3.28 2.28 3.09
H 1.42 2.58 3.07
H 2.16 1.42 2.02
H 0.44 0.12 7.52
H -0.40 -1.10 6.37
H -0.80 0.59 6.41
C -6.22 -0.90 -1.68
O -7.20 -1.12 -2.78
C -6.68 -1.72 -3.83
O -7.35 -2.24 -4.69
O -5.34 -1.66 -3.91
C -4.75 -2.37 -4.99
H -6.83 -0.94 -0.79
H -5.71 0.06 -1.75
H -5.48 -1.72 -1.66
H -3.98 -1.62 -5.37
H -5.52 -2.69 -5.68
H -4.16 -3.21 -4.68
C -2.88 3.51 -1.59
O -1.47 3.26 -1.36
C -0.63 3.74 -2.29
O -0.94 4.23 -3.38
O 0.62 3.42 -1.92
C 1.72 3.59 -2.80
H -3.09 4.60 -1.52
H -3.41 2.91 -0.81
H -3.15 3.12 -2.63
H 2.53 3.00 -2.38
H 2.04 4.67 -2.75
H 1.44 3.33 -3.83
*
```

The calculation puts the HOMO energy at -0.0734 Ha. For the total energy, the calculation gives -5364.0293 a.u. The calculation puts the energy above the lowest of the compared OMol25 structures with the same formula, charge and spin at 20.8 kcal/mol. The HOMO-LUMO gap comes out at 5.5 eV.

Atomic partial charges in e from the Löwdin method, atoms 1 to 2:
1. O -0.371
2. C -0.419

(3)
C3HNO4 | ωB97M-V/def2-TZVPD

```
! wB97M-V def2-TZVPD RIJCOSX def2/J DEFGRID3
* xyz 0 1
O 0.38 0.04 2.18
C 0.30 0.06 0.99
N 0.63 1.13 0.20
O 0.23 0.89 -1.20
C -0.23 -0.40 -1.20
O -0.46 -0.92 -2.27
C -0.35 -0.97 0.10
O -0.64 -1.98 0.66
H 0.13 2.16 0.54
*
```

The calculation puts the HOMO energy at -0.3875 Ha. For the total energy, the calculation gives -470.5217 a.u. The calculation puts the energy above the lowest of the compared OMol25 structures with the same formula, charge and spin at 92.5 kcal/mol. The HOMO-LUMO gap comes out at 8.1 eV. The SMILES is O=C1NOC(=O)C1=O.

Atomic partial charges in e from the natural (NBO) method, atoms 1 to 2:
1. O -0.480
2. C 0.522